(1)
17
Properties=species:S:1:pos:R:3 method="wB97M-V/def2-TZVPD" smiles="C[C@@H]1[C@@H]2C=CC[C@H]12" charge=0 homo_ev=-8.848 homo_lumo_gap_ev=9.99 e_lumo_ev=1.14 de_lowest_ev=1.5142
C -1.05 0.81 0.13
H -0.73 -2.47 -0.79
H 1.29 -0.90 -1.51
H 1.47 -0.91 0.98
H 0.55 2.06 0.86
H -2.09 -1.04 0.86
C 0.08 0.88 -0.87
H -1.81 1.60 0.25
C 0.25 -0.51 -1.49
C 0.34 1.03 0.62
H 0.47 -0.28 2.22
H -0.12 -0.45 -2.50
H 0.19 1.77 -1.51
C -1.40 -0.65 0.15
H 2.12 0.43 1.86
C -0.74 -1.38 -0.74
C 1.17 0.02 1.48

***

(2)
98
Properties=species:S:1:pos:R:3 method="wB97M-V/def2-TZVPD" charge=-1 homo_ev=-4.384 homo_lumo_gap_ev=6.06 e_lumo_ev=1.67 de_lowest_ev=2.3770
H -11.75 3.84 0.51
H 0.81 -1.01 3.52
H -5.31 1.17 1.92
H -17.62 5.15 -2.39
C -16.31 8.12 -1.40
C -12.94 0.80 -0.37
H 12.43 -2.38 2.79
C -15.10 8.07 -2.09
H -11.88 1.50 1.35
O 1.55 -3.25 0.15
H -14.40 8.89 -2.02
F -15.42 4.86 -3.74
C 13.03 -3.67 1.17
C 15.09 -0.70 0.02
H -13.86 6.90 -3.41
C -14.80 6.96 -2.88
C 5.47 -1.94 0.38
H 7.35 -1.51 -2.09
H -9.68 -0.23 0.06
H -3.38 0.46 1.32
C 16.35 1.26 1.54
C 12.69 -4.16 -0.09
H -9.15 -0.67 2.44
F 10.20 -1.50 1.80
H 5.48 -3.20 -2.04
C -7.79 0.73 -0.34
H 15.82 2.61 -0.05
C -8.43 -0.17 1.81
H 4.13 -4.58 0.81
C 10.67 -2.85 -0.07
C -0.95 0.22 3.67
C -0.11 -0.68 3.03
C 1.97 -2.83 -0.99
H 5.75 -5.19 0.01
H 14.61 -1.48 -0.57
C 12.18 -2.77 1.81
C -15.71 5.93 -2.97
C -12.25 3.08 -0.08
N 7.45 -1.23 -1.10
H 6.36 0.12 0.14
C -17.22 7.07 -1.50
H 3.51 -1.26 0.64
Cl 5.12 -6.01 -2.62
F -5.68 1.74 -0.58
C -6.27 0.87 1.53
H -16.55 8.98 -0.79
H -1.86 -1.14 0.16
C -7.20 0.23 2.34
H 6.03 -2.95 0.24
C 15.66 -1.02 1.24
F 15.61 -2.28 1.69
N 4.00 -2.10 0.27
O 1.07 -2.78 -2.02
C -12.82 3.40 -1.31
C 3.52 -2.34 -1.12
H -0.71 0.62 4.65
H 3.46 -1.32 -1.66
C 16.29 -0.05 2.01
C -16.92 5.97 -2.30
C -2.12 0.62 3.04
C -13.51 1.11 -1.60
F -13.00 -0.46 0.08
H 5.44 -0.39 -1.37
H -8.01 0.94 -1.38
C 11.01 -2.37 1.18
C -8.72 0.08 0.47
H 7.81 -2.04 -0.59
H 4.35 -6.36 0.22
H 13.94 -4.00 1.65
H 0.23 -1.88 1.27
H 16.72 -0.32 2.96
C 4.59 -5.25 0.02
H -13.90 2.67 -3.02
H 14.69 0.86 -1.40
C 11.52 -3.75 -0.72
H -6.97 0.04 3.38
C 15.77 1.59 0.31
C -0.43 -1.17 1.77
H 16.84 2.03 2.13
H -13.99 0.33 -2.18
C 6.12 -0.78 -0.54
C -12.32 1.77 0.39
H 13.36 -4.86 -0.59
C -1.61 -0.76 1.15
F -2.94 1.49 3.65
H 11.27 -4.12 -1.70
H 5.68 -1.64 1.47
H -18.16 7.11 -0.96
Cl 3.71 -3.34 -3.69
C 4.36 -3.42 -1.95
C -13.46 2.42 -2.06
H -12.77 4.42 -1.67
H 3.00 -5.25 -1.67
C 15.14 0.61 -0.45
H 9.75 -2.53 -0.54
C -6.58 1.12 0.20
C 4.10 -4.94 -1.47
C -2.46 0.13 1.78

***

(3)
11
Properties=species:S:1:pos:R:3 method="wB97M-V/def2-TZVPD" charge=0 homo_ev=-8.676 homo_lumo_gap_ev=9.17 e_lumo_ev=0.50 de_lowest_ev=3.1751
O 0.97 -1.38 2.34
O 2.88 1.76 0.22
S -0.18 -1.43 1.48
C 0.51 1.32 0.60
H 1.31 -0.77 -0.50
C -0.30 0.12 0.40
C 1.76 1.59 0.50
H -0.05 2.15 0.92
H -1.35 0.36 0.31
C 0.28 -1.16 -0.24
H -0.15 -1.71 -1.06

***

(4)
50
Properties=species:S:1:pos:R:3 method="wB97M-V/def2-TZVPD" smiles="CCS(=O)(=O)N1CCN(C(=O)C(c2ccccc2)c2ccccc2)CC1" charge=0 homo_ev=-9.153 homo_lumo_gap_ev=9.75 e_lumo_ev=0.60 de_lowest_ev=1.6507
H -4.35 -2.10 -0.13
C -1.96 0.27 -1.04
O 1.45 2.06 0.98
H 0.25 -3.77 -1.98
C 1.86 0.42 -0.74
H -2.91 2.46 1.28
H -0.55 -4.26 0.30
H 5.88 2.70 -0.41
H 3.40 -1.43 0.63
H -1.72 1.15 1.54
H 6.99 0.87 0.81
C 5.96 0.76 0.50
H -1.51 -0.53 -0.44
H 1.85 0.62 -1.82
N -2.83 1.11 -0.25
C 0.15 -2.40 1.10
H 3.54 2.46 -1.12
C 1.05 1.51 -0.03
C -2.16 1.83 0.80
N -0.15 1.83 -0.57
S -4.41 0.69 -0.04
C -0.85 1.14 -1.64
C 1.21 -0.90 -0.46
C 5.26 -0.39 0.79
C -4.50 -0.54 1.31
C -1.05 2.69 0.18
H -3.97 -0.12 2.15
H -2.87 -1.86 0.80
H -2.58 -0.17 -1.83
H -1.48 3.43 -0.49
C 5.34 1.79 -0.19
C -3.95 -1.88 0.86
C 1.02 -1.84 -1.46
C 3.31 0.50 -0.29
H -1.30 1.90 -2.29
C -0.05 -3.33 0.09
O -4.85 0.08 -1.26
H -5.56 -0.60 1.55
H 5.74 -1.20 1.33
H -0.46 3.18 0.96
H -0.18 -2.62 2.11
H -0.18 0.52 -2.22
O -5.09 1.87 0.43
C 0.39 -3.05 -1.19
H 1.37 -1.64 -2.46
H 0.94 -0.48 1.62
C 0.78 -1.20 0.83
C 3.94 -0.52 0.40
C 4.02 1.66 -0.58
H -4.25 -2.67 1.54

***

(5)
19
Properties=species:S:1:pos:R:3 method="wB97M-V/def2-TZVPD" smiles=CCC.CC charge=0 homo_ev=-11.032 homo_lumo_gap_ev=12.12 e_lumo_ev=1.09 de_lowest_ev=1.4616
H 2.92 1.59 1.49
H -0.09 1.66 2.30
H 2.37 0.14 2.22
C 2.42 0.70 1.27
H 3.11 0.17 0.66
H -1.81 0.21 -2.57
H 1.01 2.24 0.46
C -0.11 0.76 1.68
H 0.06 -0.05 2.40
C -1.29 -1.88 -1.88
H 0.92 0.38 -0.15
H -1.56 -0.13 -0.79
H -1.06 0.61 1.19
H -1.96 -2.49 -2.53
C 1.05 1.07 0.73
H -0.89 -2.17 -0.80
C -1.99 -0.56 -1.77
H -3.04 -0.77 -1.61
H -0.43 -1.87 -2.51

***

(6)
122
Properties=species:S:1:pos:R:3 method="wB97M-V/def2-TZVPD" charge=-1 homo_ev=-4.917 homo_lumo_gap_ev=6.41 e_lumo_ev=1.49
H -4.78 -2.47 -4.66
H -2.10 -5.11 0.23
H -5.69 -1.12 -0.95
H -5.25 1.83 -4.52
O -3.03 -5.01 0.54
H -4.13 5.33 6.42
H 5.09 -7.47 1.62
O -8.36 -2.42 0.78
H 1.67 8.46 -2.41
C 4.97 2.12 4.29
N 0.22 3.16 1.52
H 8.71 -6.17 -0.38
C -1.70 -1.97 2.16
H -1.36 -1.50 -0.09
H 1.62 7.23 -4.62
H 5.09 -1.17 4.21
C -4.90 0.82 -4.62
C -8.41 -5.18 -3.51
N -2.47 5.24 5.07
H 3.89 -3.00 5.64
H -1.01 -1.90 3.08
H 2.46 -1.27 -2.16
C -5.54 -0.38 -4.43
H 7.37 -5.10 4.56
H -5.90 -7.32 -3.29
H 5.29 -2.71 0.80
N -0.03 7.73 -1.35
H -5.43 -3.64 -0.72
C -1.11 3.00 1.23
N 6.25 1.86 3.88
C -1.32 3.45 -0.05
C -1.36 7.57 -1.64
B -3.07 -3.62 1.04
N 6.45 -4.67 4.51
N 2.77 -0.84 -0.09
Nb -4.54 -2.21 -0.01
C 4.33 0.92 4.47
H -9.29 -4.69 -3.91
H -5.58 -2.70 2.66
H 4.62 3.14 4.41
H -1.79 2.59 1.96
C -7.71 -6.27 -4.07
C 4.62 -3.57 5.07
H -3.69 3.94 2.34
H -2.47 -1.22 -5.35
C 3.55 5.98 -6.83
C 6.75 -5.26 -0.09
N -3.62 0.55 -5.02
C -3.78 5.06 5.44
C 0.61 8.26 -2.44
H -6.07 -5.67 -1.40
C -1.58 8.02 -2.92
H -6.35 -1.16 2.01
C -4.45 4.50 4.37
H 6.76 -4.29 -0.57
C 3.12 5.73 -4.64
H 4.56 -2.95 -1.81
H -7.97 -4.06 -1.62
C 6.44 0.51 3.81
C 3.90 5.26 -5.67
N -6.71 -5.69 -2.18
H 4.76 -5.19 0.65
C -0.82 -1.52 0.91
Br -7.37 -5.01 1.46
C 5.86 -6.95 1.08
H 3.97 5.87 -7.82
H -5.49 4.25 4.34
C -2.29 4.80 3.79
C 7.71 -6.23 0.02
C -6.67 -6.56 -3.23
H 4.65 4.48 -5.58
H -2.04 7.16 -0.91
C 3.04 -1.47 -1.27
H -3.75 -0.69 0.61
H 3.30 0.79 4.78
H -1.76 5.63 5.66
H 0.12 4.30 -1.53
H 5.95 -5.16 2.50
C -0.07 3.89 -0.55
H -2.92 1.25 -5.23
C 4.49 -3.99 3.73
N 2.30 6.71 -5.15
C 4.48 -2.19 0.30
H -0.13 8.87 -4.40
C -3.43 -0.80 -5.07
C -7.77 -4.83 -2.34
C 3.64 -1.27 0.87
C -6.05 -2.24 1.72
H 3.58 -0.89 1.88
C 4.11 -2.31 -1.07
C 0.86 3.69 0.44
C -7.37 -3.02 1.26
H -2.52 8.03 -3.43
H 0.41 7.49 -0.48
H -2.27 3.46 -0.56
H -7.95 -6.79 -4.99
H -2.56 -1.23 2.40
N 5.63 -5.70 0.56
H 6.31 -3.89 6.49
H 7.63 -8.23 1.03
C 7.15 -7.30 0.76
H -3.43 -2.17 -1.46
C 5.64 -4.68 3.41
H 2.03 -0.16 0.05
C 5.26 -0.10 4.17
H 6.95 2.56 3.67
O -2.17 -3.34 2.13
C -3.50 4.34 3.32
C 2.56 6.87 -6.48
H 0.15 -2.12 0.91
C -4.61 -1.41 -4.72
C 5.83 -4.00 5.53
H -0.50 -0.43 1.12
C -0.33 8.46 -3.42
H 1.92 3.89 0.46
H 3.65 -3.82 3.07
H -6.57 -0.51 -4.13
H 3.07 5.46 -3.60
H -1.32 4.85 3.32
H 0.66 2.92 2.40
H 2.02 7.60 -7.06
H 7.39 0.10 3.52

***

(7)
12
Properties=species:S:1:pos:R:3 method="wB97M-V/def2-TZVPD" smiles=Oc1coc(O)c1O charge=0 homo_ev=-7.964 homo_lumo_gap_ev=8.04 e_lumo_ev=0.08 de_lowest_ev=3.0048
C -0.33 -0.27 0.20
H 1.72 1.63 -1.41
C 0.59 -1.07 -0.30
H -0.06 -2.64 0.49
O 0.72 -2.41 -0.27
C 1.12 0.97 -0.87
C -0.05 1.06 -0.15
H -1.36 -0.25 1.77
H -1.63 1.86 0.52
O -1.49 -0.71 0.81
O -0.76 2.15 0.16
O 1.52 -0.31 -0.94

***

(8)
89
Properties=species:S:1:pos:R:3 method="wB97M-V/def2-TZVPD" charge=0 homo_ev=-6.171 homo_lumo_gap_ev=4.85 e_lumo_ev=-1.32 de_lowest_ev=2.2529
C 0.64 3.20 -1.36
S -3.96 2.07 0.64
N 0.50 7.79 0.27
C -3.82 -3.06 -0.76
C 4.07 -0.55 0.19
H -3.57 -0.06 4.97
C -3.35 -0.99 2.99
H 6.26 -0.34 1.75
C 7.76 -1.26 0.54
H -0.64 -7.06 -1.02
C 2.15 11.02 -1.61
C 3.04 -1.62 0.29
H 2.03 -4.68 1.06
N -3.73 1.16 3.20
C 1.57 11.28 -0.35
C -3.98 -2.32 0.40
C 5.72 -1.67 -1.31
C 1.11 -2.73 0.35
H -2.02 -5.07 1.52
C -1.22 -4.55 1.00
C 0.98 9.01 -0.17
N 10.44 -2.68 -1.20
C 0.94 4.54 -1.51
C 0.59 -3.24 -1.06
C 8.03 -1.89 -0.68
C 2.21 -3.65 0.78
C -0.87 -3.33 1.54
N 0.08 -2.43 1.29
C 0.98 10.28 0.39
N 1.43 7.38 -1.71
H 2.58 9.55 -3.12
C -2.33 -1.37 -1.51
C 5.45 -1.02 -0.11
C 0.80 6.87 -0.69
C 0.16 -4.67 -1.07
C 1.55 8.73 -1.41
C 7.01 -2.10 -1.60
C -2.99 -2.56 -1.75
H -4.63 -2.66 1.19
H 4.61 3.95 0.81
C 0.46 5.44 -0.57
H -1.52 -3.02 2.37
H 0.53 10.48 1.35
N 1.78 -1.45 0.12
C 3.85 0.75 0.42
H -3.14 -2.03 3.12
H -0.76 5.59 1.22
H 5.82 1.76 -0.09
C -3.27 -1.14 0.53
H -3.18 2.73 4.47
H -4.93 2.39 4.39
H -2.83 -3.11 -2.67
C 6.47 -0.83 0.81
C -0.32 4.94 0.47
H -4.34 -4.00 -0.89
H 1.01 2.48 -2.08
C -3.66 0.95 1.85
C -4.01 2.44 3.82
H 4.37 -3.38 0.87
Tl 0.04 0.16 1.22
H 2.10 3.18 1.56
H -4.12 3.17 3.02
H 2.60 11.84 -2.16
H 4.93 -1.84 -2.02
H 1.59 12.29 0.04
H 7.22 -2.59 -2.54
C 3.37 -3.00 0.68
C -3.55 -0.02 3.89
N -1.18 -6.51 -0.37
H 1.54 4.90 -2.34
H 0.04 7.62 1.15
N -3.39 -0.39 1.73
C 2.14 9.75 -2.15
H 8.56 -1.12 1.25
H 0.60 -5.32 -1.81
C 4.83 1.85 0.31
C 2.86 2.53 1.14
C -0.69 -5.20 -0.17
N -0.08 2.71 -0.35
H -1.67 -0.95 -2.26
H -1.39 -7.01 0.48
C 4.21 2.95 0.75
N -2.44 -0.67 -0.39
H 1.39 -3.08 -1.80
C 9.37 -2.33 -0.97
N 2.63 1.28 0.93
H -0.22 -2.55 -1.29
C -0.56 3.58 0.53
H -1.15 3.16 1.33

***

(9)
22
Properties=species:S:1:pos:R:3 method="wB97M-V/def2-TZVPD" charge=0 homo_ev="-5.984 / -5.986" homo_lumo_gap_ev="6.54 / 6.54" e_lumo_ev="0.56 / 0.56" de_lowest_ev=5.5516
H -2.50 1.49 -0.32
H 0.17 1.84 1.14
H 0.99 0.59 2.08
H -2.70 0.52 1.56
H -2.37 -1.85 -0.29
C 1.93 -0.89 -0.05
O -2.03 -0.17 1.47
N -1.93 0.74 -0.68
H -0.69 -1.54 -1.27
H 1.97 -1.47 0.87
C 0.97 1.09 1.11
H -0.65 -2.14 0.51
H 0.82 0.23 -2.08
H -1.12 1.03 -1.27
C -1.54 -0.20 0.21
C -0.99 -1.44 -0.24
N 0.72 0.87 -1.30
H 1.92 1.66 1.02
H 1.84 -1.60 -0.89
H 1.50 1.53 -1.38
H 2.91 -0.40 -0.18
C 0.78 0.10 -0.02

***

> What is the charge in the fifth record?

0

***

Repeat the third record exactly.
11
Properties=species:S:1:pos:R:3 method="wB97M-V/def2-TZVPD" charge=0 homo_ev=-8.676 homo_lumo_gap_ev=9.17 e_lumo_ev=0.50 de_lowest_ev=3.1751
O 0.97 -1.38 2.34
O 2.88 1.76 0.22
S -0.18 -1.43 1.48
C 0.51 1.32 0.60
H 1.31 -0.77 -0.50
C -0.30 0.12 0.40
C 1.76 1.59 0.50
H -0.05 2.15 0.92
H -1.35 0.36 0.31
C 0.28 -1.16 -0.24
H -0.15 -1.71 -1.06